1.
# C39H74F2N5O7

A cluster of 3 separate species, C39H74F2N5O7 in total at a distorted geometry (the ωB97M-V functional and the def2-TZVPD basis, OMol25).

```
127
Properties=species:S:1:pos:R:3:lowdin_charge:R:1
C 1.661 0.875 1.051 0.191
C 0.852 1.037 1.924 -0.037
C -0.057 1.358 3.017 -0.246
O 0.717 1.512 4.189 -0.051
C 0.053 1.395 5.438 -0.395
C 1.135 1.221 6.485 -0.099
C 2.436 1.237 6.214 0.070
C -0.713 2.718 5.690 -0.110
C 0.147 3.978 5.528 -0.157
C 0.228 4.574 4.119 -0.206
C -1.045 5.290 3.666 -0.212
C -0.808 6.052 2.364 -0.199
C -0.343 5.136 1.208 -0.216
C -1.057 5.378 -0.121 -0.200
C -0.369 4.623 -1.283 -0.189
C -1.289 3.580 -1.935 -0.199
C -0.858 3.172 -3.358 -0.166
C -0.027 1.903 -3.358 -0.247
O 1.205 2.144 -2.699 -0.188
C 2.025 1.005 -2.703 -0.125
C -0.839 0.112 5.602 -0.220
N -2.023 0.403 6.305 0.137
N -1.033 -0.668 4.233 -0.044
C 0.252 -1.462 4.101 0.029
C 0.530 -2.253 2.827 -0.505
O 1.376 -1.954 2.047 0.169
O -0.197 -3.376 2.761 0.107
C -2.153 -1.681 4.406 -0.028
C -3.619 -1.249 4.239 -0.407
C -4.449 -1.648 5.471 -0.020
O -4.105 -1.907 3.089 -0.008
C -1.276 0.418 3.210 -0.121
N -1.971 0.063 1.994 0.139
C -1.564 -0.946 1.059 -0.451
O -1.917 -2.067 1.114 0.232
F -0.788 -0.501 0.096 0.187
C -2.940 0.952 1.498 -0.460
O -2.968 1.409 0.416 0.239
F -3.875 1.220 2.418 0.146
H 2.412 0.622 0.344 0.056
H -0.519 2.322 2.759 0.135
H 0.791 1.110 7.511 0.131
H 3.156 0.672 6.794 0.074
H 2.828 1.797 5.373 0.083
H -1.611 2.789 5.061 0.113
H -1.087 2.705 6.714 0.120
H 1.158 3.836 5.914 0.113
H -0.311 4.740 6.166 0.119
H 0.569 3.842 3.390 0.085
H 1.008 5.342 4.155 0.127
H -1.268 6.030 4.443 0.115
H -1.911 4.624 3.573 0.108
H -0.042 6.814 2.529 0.114
H -1.708 6.579 2.039 0.110
H -0.549 4.097 1.504 0.088
H 0.738 5.207 1.072 0.118
H -1.040 6.452 -0.324 0.113
H -2.096 5.053 -0.033 0.107
H -0.008 5.320 -2.040 0.111
H 0.478 4.075 -0.864 0.098
H -1.278 2.669 -1.330 0.092
H -2.321 3.939 -1.937 0.107
H -1.745 2.975 -3.962 0.116
H -0.275 3.980 -3.804 0.106
H -0.572 1.122 -2.809 0.121
H 0.163 1.593 -4.393 0.108
H 1.557 0.161 -2.177 0.080
H 2.264 0.675 -3.721 0.084
H 2.954 1.254 -2.190 0.086
H -0.291 -0.582 6.236 0.152
H -2.771 0.860 5.807 0.101
H -2.355 -0.351 6.885 0.103
H 0.190 -2.222 4.885 0.154
H 1.117 -0.849 4.343 0.150
H -0.126 -3.720 1.854 0.137
H -1.973 -2.523 3.743 0.129
H -2.027 -2.074 5.415 0.135
H -3.735 -0.169 4.141 0.109
H -4.138 -2.621 5.856 0.097
H -4.426 -0.893 6.254 0.075
H -5.498 -1.749 5.187 0.092
H -5.066 -1.930 3.113 0.108
H -1.998 1.055 3.724 0.144
C 2.170 -6.215 1.363 -0.082
C 1.390 -6.358 0.064 -0.286
N 1.889 -7.415 -0.790 -0.200
C 1.329 -7.383 -2.131 -0.247
C -0.175 -7.630 -2.297 -0.085
C 1.985 -8.729 -0.173 -0.243
C 0.706 -9.350 0.405 -0.081
H 3.232 -6.063 1.167 0.085
H 1.803 -5.349 1.919 0.049
H 2.059 -7.085 2.010 0.069
H 1.475 -5.419 -0.494 0.116
H 0.319 -6.476 0.309 0.098
H 1.878 -8.103 -2.744 0.114
H 1.565 -6.402 -2.556 0.109
H -0.434 -8.681 -2.177 0.057
H -0.483 -7.338 -3.302 0.072
H -0.769 -7.047 -1.592 0.063
H 2.727 -8.671 0.626 0.100
H 2.420 -9.411 -0.906 0.117
H 0.117 -8.626 0.971 0.064
H 0.968 -10.161 1.085 0.073
H 0.068 -9.775 -0.368 0.056
C 1.949 2.966 -6.462 -0.084
C 1.458 2.977 -7.901 -0.269
N 2.285 2.185 -8.793 -0.200
C 1.983 2.400 -10.198 -0.249
C 0.602 1.984 -10.716 -0.085
C 2.494 0.805 -8.392 -0.247
C 1.258 -0.088 -8.205 -0.082
H 2.986 3.298 -6.399 0.085
H 1.340 3.642 -5.859 0.068
H 1.874 1.975 -6.012 0.046
H 1.477 4.008 -8.263 0.119
H 0.400 2.666 -7.913 0.101
H 2.752 1.897 -10.790 0.112
H 2.116 3.468 -10.396 0.110
H 0.514 0.904 -10.828 0.055
H 0.436 2.421 -11.702 0.071
H -0.203 2.331 -10.067 0.065
H 3.056 0.808 -7.455 0.098
H 3.167 0.343 -9.118 0.115
H 0.461 0.426 -7.665 0.063
H 1.530 -0.972 -7.624 0.069
H 0.855 -0.439 -9.153 0.055
```

Calculated values
Total charge   +1
Orbital gap   0.23902 Eh
E_tot   -2530.19000 a.u.
E_LUMO   -0.099 hartree


2.
# C39H75BrN3O4Si

A cluster of 3 separate species, C39H75BrN3O4Si in total at a distorted geometry (the ωB97M-V functional and the def2-TZVPD basis, OMol25).

```
123
Properties=species:S:1:pos:R:3:lowdin_spin:R:1
C -5.145 -3.868 0.887 0.000
C -4.883 -2.375 1.046 0.000
C -3.850 -1.869 0.003 0.000
C -2.443 -2.143 0.527 0.000
C -1.268 -1.686 -0.311 0.000
C -0.090 -1.251 0.320 0.000
C 0.121 -1.224 1.802 0.000
C 1.098 -2.357 2.262 0.000
C 1.099 -3.596 1.393 0.000
Br 0.481 -2.930 4.038 0.000
C 0.985 -0.826 -0.461 0.000
C 0.939 -0.833 -1.847 0.000
C 2.135 -0.374 -2.626 0.000
C 1.992 1.009 -3.304 0.000
C 1.047 1.991 -2.580 0.000
C -0.278 2.207 -3.319 0.000
N -0.186 -1.282 -2.448 0.000
C -0.233 -1.399 -3.916 0.000
C 0.188 -2.799 -4.390 0.000
O -0.948 -3.598 -4.581 0.000
Si -0.754 -5.267 -4.695 0.000
C 0.591 -5.903 -3.560 0.000
C -0.490 -5.808 -6.464 0.000
C -2.390 -5.988 -4.136 0.000
C -1.260 -1.691 -1.711 0.000
O -2.298 -2.171 -2.417 0.000
H -5.963 -4.188 1.525 0.000
H -4.283 -4.454 1.194 0.000
H -5.403 -4.124 -0.136 0.000
H -4.422 -2.247 2.024 0.000
H -5.801 -1.805 0.985 0.000
H -4.070 -2.388 -0.916 0.000
H -4.001 -0.795 -0.082 0.000
H -2.386 -1.610 1.462 0.000
H -2.337 -3.194 0.793 0.000
H -0.785 -1.357 2.366 0.000
H 0.555 -0.268 2.079 0.000
H 2.097 -1.962 2.388 0.000
H 0.089 -3.924 1.170 0.000
H 1.664 -3.447 0.476 0.000
H 1.580 -4.415 1.916 0.000
H 1.887 -0.486 0.021 0.000
H 2.398 -1.145 -3.349 0.000
H 2.956 -0.318 -1.924 0.000
H 2.989 1.435 -3.354 0.000
H 1.683 0.896 -4.337 0.000
H 0.894 1.716 -1.542 0.000
H 1.556 2.950 -2.561 0.000
H -1.035 1.482 -3.025 0.000
H -0.152 2.118 -4.394 0.000
H -0.651 3.205 -3.128 0.000
H -1.213 -1.147 -4.294 0.000
H 0.456 -0.687 -4.339 0.000
H 0.858 -3.201 -3.625 0.000
H 0.758 -2.678 -5.312 0.000
H 0.570 -6.980 -3.454 0.000
H 1.569 -5.561 -3.889 0.000
H 0.436 -5.482 -2.564 0.000
H -1.274 -5.413 -7.100 0.000
H 0.489 -5.537 -6.848 0.000
H -0.596 -6.890 -6.458 0.000
H -2.654 -5.554 -3.173 0.000
H -3.157 -5.672 -4.839 0.000
H -2.348 -7.067 -4.045 0.000
H -2.791 -1.441 -2.812 0.000
C 7.873 2.710 1.683 0.002
C 6.594 2.459 2.504 0.026
C 6.577 1.018 3.007 0.016
C 6.389 0.006 1.877 0.001
C 5.139 0.323 1.052 0.015
C 5.006 1.786 0.611 0.026
N 5.356 2.728 1.711 0.367
O 4.341 2.909 2.489 0.538
C 5.870 2.064 -0.634 0.003
C 3.567 2.038 0.178 -0.002
C 6.660 3.436 3.672 -0.001
H 8.731 2.726 2.353 0.000
H 8.088 1.941 0.946 0.000
H 7.828 3.672 1.172 0.001
H 5.769 0.894 3.735 0.003
H 7.507 0.814 3.540 0.001
H 7.271 -0.026 1.233 0.000
H 6.294 -0.996 2.300 0.001
H 5.115 -0.315 0.163 0.001
H 4.261 0.054 1.652 0.002
H 5.833 3.122 -0.893 0.002
H 5.490 1.499 -1.488 0.000
H 6.912 1.780 -0.523 0.000
H 2.848 1.749 0.944 0.000
H 3.349 1.451 -0.716 0.000
H 3.402 3.090 -0.061 0.000
H 6.692 4.466 3.313 0.000
H 7.565 3.248 4.247 0.000
H 5.813 3.338 4.348 -0.001
C -4.052 5.309 2.120 0.002
C -4.626 4.070 1.406 0.027
C -6.031 3.779 1.929 0.016
C -6.026 3.296 3.380 0.001
C -5.106 2.086 3.561 0.016
C -3.709 2.240 2.949 0.026
N -3.760 2.866 1.593 0.379
O -4.003 1.976 0.685 0.523
C -2.787 3.051 3.880 0.004
C -3.071 0.865 2.829 -0.002
C -4.664 4.434 -0.074 -0.001
H -4.579 6.197 1.773 0.000
H -4.173 5.295 3.199 0.000
H -2.993 5.437 1.894 0.001
H -6.504 3.018 1.300 0.002
H -6.639 4.680 1.836 0.002
H -5.732 4.103 4.055 0.000
H -7.039 3.018 3.671 0.001
H -4.998 1.861 4.624 0.001
H -5.596 1.218 3.110 0.002
H -1.822 3.226 3.402 0.002
H -2.607 2.497 4.801 0.000
H -3.194 4.013 4.178 0.000
H -3.713 0.165 2.293 0.000
H -2.889 0.443 3.818 0.000
H -2.113 0.921 2.305 0.000
H -3.663 4.663 -0.442 0.000
H -5.286 5.317 -0.211 0.000
H -5.081 3.638 -0.689 -0.001
```

Calculated values
Total charge   +1
Expectation value of S²   2.01
Orbital gap (alpha / beta)   0.25991 / 0.29621 Eh
Multiplicity   3
E_tot   -4859.50192 a.u.
E_LUMO (alpha / beta)   -0.119 / -0.119 hartree